[1]
Computed, not measured: 8 unconnected molecules or ions with the total composition C38H73B2Cl14NO6PS, with wB97M-V/def2-TZVPD.

```
136
C38H73B2Cl14NO6PS | OMol25 | wB97M-V/def2-TZVPD
C 4.79965 0.58694 -0.50215
C 3.37884 0.70813 -1.10083
O 2.99737 2.09597 -1.11888
P 1.52888 2.41715 -0.52910
O 1.36289 3.86600 -0.56110
C 0.39739 1.55788 -1.64744
C -0.98298 1.12341 -1.11246
C -0.98867 -0.18370 -0.34248
C -0.50735 -1.49703 -1.11856
B -0.48459 -1.47395 -2.71680
C 0.91490 -1.50787 -3.48768
O -1.62376 -1.46802 -3.45889
C -1.38803 -2.63523 -0.58178
C -0.80802 -4.04113 -0.34523
C 0.71641 -4.13385 -0.49593
C 1.37848 -3.58869 0.75517
C 1.13201 -4.16711 1.97483
C 1.66807 -3.68837 3.13308
C 2.48332 -2.59171 3.07500
C 2.78618 -2.00943 1.88599
C 2.23106 -2.51676 0.73632
N -2.01884 -2.02230 0.61043
O -3.01433 -2.79277 1.22242
C -2.31080 -0.54888 0.36391
C -2.62466 0.06940 1.74672
S -1.49015 1.35643 2.34284
C -2.52319 2.85119 2.30388
C -1.68352 4.09496 2.00569
B -3.64774 -0.47232 -0.57021
O -3.53460 -0.15994 -1.90891
C -5.09292 -0.76493 -0.02012
C -5.57968 -2.16751 -0.50525
O 1.47448 1.78483 0.92813
C 2.58858 2.21399 1.77511
C 2.08333 2.51393 3.19513
H 4.83515 -0.16861 0.27871
H 5.06909 1.54872 -0.08117
H 5.49879 0.38300 -1.30695
H 3.40968 0.28324 -2.10658
H 2.67817 0.09726 -0.52254
H 0.20406 2.28272 -2.43401
H 0.95865 0.74582 -2.11575
H -1.67397 1.14075 -1.95336
H -1.33348 1.89563 -0.42227
H -0.16700 -0.06657 0.37280
H 0.54604 -1.54879 -0.87210
H 1.23310 -0.52622 -3.84074
H 0.84839 -2.22920 -4.30619
H 1.67257 -1.89643 -2.80378
H -1.41841 -1.52085 -4.39966
H -2.11148 -2.77344 -1.38887
H -1.26809 -4.77374 -1.00803
H -1.09883 -4.35113 0.65707
H 0.98787 -5.18903 -0.55935
H 1.08751 -3.66121 -1.40283
H 0.48340 -5.03863 1.98478
H 1.44243 -4.18120 4.06601
H 2.89003 -2.20252 4.00031
H 3.43579 -1.15002 1.80209
H 2.44384 -2.05478 -0.22215
H -1.23784 -1.96958 1.28374
H -2.63277 -3.13646 2.04617
H -2.61346 -0.70677 2.51384
H -3.61661 0.50703 1.79620
H -3.24294 2.71589 1.49144
H -3.12496 2.96111 3.20416
H -2.20913 5.01509 2.23861
H -1.44987 4.09677 0.94229
H -0.76056 4.06222 2.58584
H -3.70764 -0.96670 -2.41809
H -5.14266 -0.76100 1.06625
H -5.76914 -0.02581 -0.44904
H -6.61012 -2.15057 -0.84750
H -5.54010 -2.86025 0.33269
H -4.94575 -2.59253 -1.28293
H 3.10056 3.06998 1.34534
H 3.26855 1.36640 1.81734
H 0.99751 2.49576 3.17835
H 2.48418 1.76323 3.86974
H 2.42373 3.49620 3.51065
Cl -1.28099 8.02511 0.50971
C 0.43451 8.13893 0.99765
C 0.99089 6.80734 1.42434
Cl 0.26473 6.24673 2.95772
H 0.50645 8.88013 1.78939
H 0.98729 8.50443 0.13320
H 2.06345 6.89219 1.59184
H 0.82324 6.03773 0.67642
Cl 2.56079 1.43598 -5.31379
C 1.14515 2.51611 -5.42485
C -0.07682 1.80561 -5.94812
Cl 0.08926 1.34075 -7.65748
H 1.41919 3.35854 -6.05442
H 0.95054 2.88893 -4.42076
H -0.94090 2.46520 -5.87945
H -0.28514 0.90380 -5.37508
Cl -2.81755 -6.77138 -0.78406
C -4.54016 -6.77189 -0.29990
C -5.46515 -6.73642 -1.48895
Cl -5.38440 -5.18469 -2.36202
H -4.69766 -5.92011 0.35780
H -4.70975 -7.68324 0.27088
H -6.49378 -6.85994 -1.15319
H -5.23821 -7.52603 -2.19934
Cl 7.57142 1.06323 0.88705
C 9.20651 0.93441 0.18422
C 9.21796 1.26699 -1.28517
Cl 8.36401 0.04054 -2.25866
H 9.57136 -0.07287 0.36833
H 9.84123 1.63470 0.72464
H 10.24485 1.29929 -1.64525
H 8.75406 2.23094 -1.47903
Cl -1.97328 -2.09044 4.25751
C -1.90336 -1.86241 6.03299
C -3.12012 -1.13847 6.54554
Cl -3.16600 0.55395 5.99714
H -0.98732 -1.32349 6.25982
H -1.84125 -2.85286 6.48024
H -3.10203 -1.12552 7.63400
H -4.03859 -1.62202 6.22145
Cl -3.97377 -9.34351 -3.28968
C -2.41971 -9.85349 -2.57439
C -1.44349 -10.32398 -3.62152
Cl -1.95229 -11.85266 -4.37833
H -2.62761 -10.63203 -1.84431
H -2.01379 -8.99181 -2.05160
H -0.47359 -10.50440 -3.16017
H -1.31911 -9.58473 -4.40936
Cl 2.86182 11.06108 0.42816
C 1.30195 11.92173 0.34178
C 0.92459 12.55374 1.65707
Cl 0.54092 11.33241 2.89609
H 0.54627 11.21154 0.01292
H 1.40566 12.69270 -0.41988
H 0.03400 13.16608 1.52541
H 1.72133 13.18401 2.04396
```

E_tot = -251155.22128 eV
total charge = +1
max |F| = 0.0369 Eh/bohr
multiplicity = 1

Here are the Löwdin charges for atoms 1 to 8, given in e: C -0.1076; C -0.2667; O -0.1941; P 0.4791; O -0.2414; C -0.1553; C -0.1511; C -0.1936

[2]
Computed, not measured: a molecular structure, C38H73ClF6NO21P6S, with wB97M-V/def2-TZVPD.

```
147
C38H73ClF6NO21P6S | OMol25 | wB97M-V/def2-TZVPD
C 5.66348 -2.50445 2.72286
C 6.17100 -3.68830 1.68925
C 7.05767 -3.08502 0.45648
O 6.23898 -2.81388 -0.74523
C 7.03730 -1.77827 -1.45598
P 6.54892 -1.61427 -3.29375
C 8.40476 -1.94418 -3.78214
C 8.74704 -3.51477 -3.97351
C 9.21538 -4.28645 -2.63125
O 9.38334 -5.70859 -2.99538
C 8.25153 -6.50151 -2.54114
P 6.22932 -2.03954 -5.45601
O 6.66572 -0.64535 -6.42262
Cl 4.17175 -2.38070 -5.87838
O 4.83232 -1.60776 -2.84575
C 4.31056 -0.31683 -2.36729
P 4.13795 -0.19801 -0.43687
O 3.66843 -1.56710 0.19601
C 2.76595 0.05745 -2.79808
O 2.34888 1.22412 -2.47142
C 1.75322 -0.91115 -3.59478
F 2.06066 -2.33565 -3.47359
F 1.79367 -0.47016 -4.99914
C 0.18658 -0.77573 -3.16465
F -0.35596 0.57014 -3.39864
F -0.53910 -1.62154 -4.12937
C -0.17338 -1.37266 -1.70757
F -0.55182 -2.77904 -1.89728
F 0.85057 -1.23714 -0.71007
C -1.51985 -0.66315 -1.07871
O -1.43824 -0.10244 0.08505
O -2.79958 -0.65886 -1.73193
C 5.35013 0.79183 -3.04135
S 4.78793 1.44067 -4.72987
C 5.53824 2.21723 -2.22016
C 6.67862 2.21486 -1.16801
C 6.95222 3.51011 -0.30853
C 5.97867 4.67514 -0.73920
C 4.93794 4.42705 -1.86598
N 4.61933 3.24963 -2.64555
O 6.60586 0.11616 -3.41712
H 4.51320 -2.34574 2.66890
H 6.19742 -1.48511 2.50398
H 5.93930 -2.77093 3.82465
H 5.28849 -4.34575 1.31524
H 6.89615 -4.34624 2.33641
H 7.50789 -2.07951 0.86566
H 7.98934 -3.74767 0.21671
H 8.15075 -2.10584 -1.27994
H 6.89877 -0.80918 -0.84159
H 6.36262 -3.06656 -3.19615
H 9.14867 -1.37646 -3.07639
H 8.57924 -1.45139 -4.83469
H 9.65692 -3.57023 -4.71410
H 7.91220 -4.14537 -4.45548
H 10.13557 -3.83576 -2.10196
H 8.30105 -4.26047 -1.90338
H 8.46529 -7.64423 -2.69192
H 7.27494 -6.29551 -3.14783
H 8.02527 -6.37905 -1.40895
H 7.28739 -0.05524 -5.92832
H 5.34738 0.22994 0.20494
H 3.11552 0.75779 -0.04605
H -3.26288 0.19214 -1.46699
H 3.49695 1.95411 -4.65353
H 7.33159 1.27782 -1.00185
H 7.74487 3.61047 0.51990
H 6.05311 5.70926 -0.22916
H 4.28255 5.35795 -2.14770
O -7.53891 -1.46270 -4.65241
P -8.12246 -2.62029 -3.82229
O -8.30564 -1.69304 -2.45631
C -9.15403 -0.55284 -2.53173
C -10.61821 -0.94585 -2.53041
O -6.63679 -3.30800 -3.51806
C -5.64933 -3.25968 -4.54840
C -4.67767 -2.11531 -4.30050
O -8.80389 -3.94090 -2.96086
C -8.43029 -4.23351 -1.61454
C -9.45001 -3.69097 -0.62182
H -8.92361 0.04459 -3.41771
H -8.94085 0.07440 -1.66124
H -10.82556 -1.72085 -3.27433
H -11.24722 -0.07732 -2.73913
H -10.91118 -1.34517 -1.55584
H -6.12278 -3.17733 -5.53491
H -5.10803 -4.20642 -4.53999
H -5.17719 -1.20525 -3.96158
H -4.11261 -1.88433 -5.20753
H -3.96955 -2.38777 -3.51309
H -7.42997 -3.87243 -1.36819
H -8.41255 -5.32307 -1.53003
H -9.28716 -2.63109 -0.42110
H -9.36271 -4.20558 0.34094
H -10.47111 -3.80294 -0.99896
O -9.68973 2.96884 -0.81996
P -10.64547 4.10572 -0.41246
O -9.46635 4.93520 0.41183
C -8.32525 5.37455 -0.31708
C -8.64470 6.57791 -1.18509
O -11.32117 3.23593 0.83605
C -11.51394 1.83473 0.63973
C -10.37820 1.04960 1.27825
O -11.74239 5.36456 -0.01070
C -11.78471 5.93679 1.29658
C -11.01578 7.25001 1.35617
H -7.92002 4.56414 -0.92862
H -7.55316 5.64034 0.41070
H -9.53789 6.40754 -1.79356
H -7.80521 6.80675 -1.84544
H -8.83598 7.45997 -0.56863
H -11.61072 1.60235 -0.42839
H -12.45915 1.55515 1.10662
H -9.40232 1.51007 1.11101
H -10.35046 0.02665 0.89257
H -10.51440 1.00594 2.36263
H -11.42715 5.25113 2.06713
H -12.83696 6.14333 1.50809
H -9.94543 7.08074 1.48098
H -11.33744 7.84665 2.21634
H -11.15363 7.83372 0.44101
O 6.05613 0.81788 5.88220
P 4.79915 1.47296 6.48386
O 5.12081 0.93097 8.02164
C 6.33624 1.34450 8.63413
C 6.26726 2.78868 9.09640
O 3.77536 0.27309 5.95345
C 4.04029 -0.32492 4.68120
C 4.77999 -1.64377 4.85275
O 3.40291 2.25944 7.10422
C 2.53178 1.62063 8.03655
C 2.81924 2.06553 9.46464
H 7.18046 1.20520 7.95364
H 6.50960 0.69080 9.49401
H 5.90959 3.44783 8.29993
H 7.25075 3.13246 9.42517
H 5.57743 2.89323 9.93778
H 4.59928 0.36700 4.03785
H 3.08345 -0.50493 4.18938
H 5.55848 -1.59224 5.61982
H 5.25615 -1.96907 3.87863
H 4.08392 -2.42606 5.17315
H 2.56379 0.53187 7.96337
H 1.51794 1.93433 7.77510
H 3.65773 1.51489 9.89332
H 1.95699 1.86938 10.11083
H 3.06669 3.13057 9.50746
```

E_tot = -180454.04533 eV
total charge = -1
max |F| = 0.1876 Eh/bohr
multiplicity = 1

Here are the Löwdin charges for atoms 1 to 8, given in e: C -0.1575; C -0.1466; C -0.2366; O -0.2346; C -0.2909; P 0.4052; C -0.3633; C -0.2339

Table of E_HOMO (eV), in record order: -10.784 -4.452